The following is a DFT calculation (ωB97M-V/def2-TZVPD) of 4 unconnected molecules or ions with the total composition C18H35BN3O6 in a non-equilibrium geometry.

XYZ file:
```
63
Properties=species:S:1:pos:R:3:forces:R:3:mulliken_charge:R:1
O 6.2185 -0.0195 -5.8370 0.4 0.1 0.3 -0.4864
O -1.9995 -0.1518 7.1176 0.0 0.0 0.0 -0.5667
O 3.5565 0.9011 -2.4297 0.1 0.1 0.2 -0.5641
O 3.4545 1.2114 -4.7515 0.3 0.2 -0.5 -0.8798
O -0.7456 0.6279 -1.5373 -0.1 -0.1 0.1 -0.6341
O -3.0451 2.8352 1.3192 -0.1 0.1 0.1 -0.6749
N -1.2355 -2.2809 7.2749 0.0 -0.1 0.0 0.1115
N -3.0042 0.5110 -1.6968 -0.2 -0.1 0.0 0.1611
N -2.5587 1.7814 3.2693 0.0 -0.1 0.1 0.1209
C 5.8636 0.9403 -3.6497 -0.5 -0.3 -0.3 -0.7034
C 1.0628 0.5378 -4.4022 0.1 -0.3 -0.7 -0.4321
C -1.8459 1.0563 -1.2570 0.2 0.2 0.0 -0.2062
C 2.2263 1.5628 -4.2352 -0.3 0.5 1.6 0.1817
C 2.5344 1.8116 -2.7310 0.2 -0.2 -0.2 -0.5392
C -1.3506 -3.5919 7.8808 0.1 0.1 -0.1 -0.9278
C 2.3562 -2.5511 -2.2618 0.3 0.5 0.2 0.0110
C -2.8740 1.8168 1.9671 0.0 0.0 -0.1 0.3136
C -4.2954 1.0554 -1.3350 0.1 -0.1 -0.1 -0.9650
C -2.4067 3.0356 3.9865 0.0 0.0 -0.1 -0.9407
C -0.1975 -2.0454 6.2826 -0.1 0.1 0.1 -0.7995
C 1.3967 -0.7293 -5.2108 -0.4 -0.1 -0.1 -0.7031
C -2.0586 -1.2673 7.5981 -0.1 0.0 0.1 0.1185
C -2.3557 0.5331 3.9805 0.0 0.2 0.0 -0.8925
C 1.7500 -2.3167 -3.2680 0.1 -0.2 -0.1 -0.4672
C 6.6559 0.3321 -4.7621 -0.3 0.2 -0.2 -0.0728
C 1.0066 -2.0328 -4.4863 0.0 0.2 0.0 -0.5487
C -2.9288 -0.6533 -2.5622 0.1 0.1 0.1 -0.8930
B 4.2653 0.5437 -3.6875 -0.3 -0.5 -0.3 1.1323
H 6.2536 0.5179 -2.7185 0.2 0.2 0.2 0.1803
H -1.5444 -4.3461 7.1156 0.0 -0.1 0.1 0.3394
H 0.2611 1.0602 -4.9300 -0.1 0.0 0.0 0.4414
H -2.4993 -0.3060 3.3016 0.0 0.0 -0.1 0.3023
H 0.6211 0.2107 -3.4620 0.3 0.3 0.3 -0.0269
H -4.8416 1.3644 -2.2304 -0.1 0.0 0.0 0.3810
H -4.1605 1.9191 -0.6864 0.0 0.0 0.0 0.3101
H 4.2153 -0.6721 -3.9126 0.1 -0.2 0.3 -0.3939
H -2.3673 -0.4141 -3.4666 0.0 -0.1 0.0 0.1967
H -2.1707 -3.5991 8.5956 0.0 0.0 0.0 0.2896
H -2.8111 -1.5439 8.3565 0.0 0.0 0.0 0.2747
H 1.1043 -2.8671 -5.1817 0.0 -0.1 0.0 0.4002
H 0.3772 -2.9556 6.1357 0.0 0.0 0.0 0.3716
H 0.4652 -1.2463 6.6149 0.0 0.0 0.0 0.3006
H -0.4269 -3.8491 8.4030 0.0 -0.1 0.0 0.3371
H -0.0422 -1.9603 -4.1850 -0.2 -0.1 -0.2 0.0818
H -2.1493 2.8283 5.0220 0.0 0.0 0.0 0.3332
H 0.7799 -0.7496 -6.1133 0.1 0.1 -0.2 0.3007
H -2.9626 0.8127 1.5158 0.0 0.0 0.0 0.1359
H 2.4348 -0.7477 -5.5309 0.2 0.1 0.2 0.3667
H -1.3427 0.4956 4.3820 0.0 -0.1 0.1 0.3439
H -4.8896 0.3041 -0.8054 -0.1 0.1 0.0 0.3260
H 2.8637 2.8558 -2.5870 0.1 0.0 -0.1 0.2216
H 2.9934 -2.4176 -1.4193 -0.1 -0.3 0.0 0.4263
H -2.4120 -1.4690 -2.0539 0.0 0.0 -0.1 0.3070
H 1.9060 2.5292 -4.6410 -0.1 0.0 -0.4 0.3422
H -1.9930 1.9354 -0.6129 -0.1 0.0 0.0 0.5254
H -1.6215 3.6364 3.5270 0.0 0.0 0.0 0.3113
H 7.7501 0.2079 -4.5627 0.0 -0.1 -0.1 0.2897
H -3.9341 -0.9708 -2.8311 0.0 0.0 0.0 0.4213
H -0.6442 -1.7431 5.3356 0.0 0.0 0.0 0.1668
H 1.6830 1.6522 -2.0695 -0.2 -0.1 0.0 0.1801
H -3.3360 3.6049 3.9474 0.0 0.0 0.0 0.3040
H 6.0554 2.0194 -3.6356 0.1 0.1 0.0 0.3111
H -3.0605 0.4497 4.8074 0.1 -0.1 0.1 0.3472
```
Positions in Å, forces in eV/Å.

HOMO: -3.452 eV
Frontier orbital gap: 5.1 eV
Charge: -1
Energy relative to the best compared isomer or geometry (same formula, charge and spin): 0.000 eV

***

The following is a DFT calculation (ωB97M-V/def2-TZVPD) of a molecular structure, C18H35MnNP2S2 in a non-equilibrium geometry.

XYZ file:
```
59
Properties=species:S:1:pos:R:3:forces:R:3:mulliken_charge:R:1
Mn 0.3408 0.2911 -0.1069 -1.2 -0.3 0.0 0.4854
S -0.1455 -2.5594 -0.5910 0.3 -0.5 -0.2 0.1439
S 0.0418 2.6927 -0.7654 0.6 0.5 -0.4 0.0242
P -0.5576 1.1427 3.3906 -0.6 -0.7 0.9 1.7032
P 2.1408 0.0132 1.5554 0.8 -0.3 0.2 0.7764
N -0.1208 0.0666 -2.3420 -0.1 -0.1 -0.2 -0.2207
C -1.4293 1.8079 4.8340 0.2 -0.1 0.1 -1.6728
C 1.2548 -1.5418 5.8682 0.2 -0.3 -0.1 -0.7695
C 0.4031 -0.5936 5.3071 -0.2 0.3 -0.1 -0.4429
C 0.2845 1.2508 -3.1361 -0.1 -0.2 0.1 -0.7958
C -1.8144 0.3077 2.3733 -0.4 0.2 -0.4 -1.0632
C 1.7872 -0.5051 3.2962 -0.3 0.3 0.4 0.5722
C 2.6990 -1.3470 3.9405 -0.2 -0.3 0.1 -0.8604
C 2.4041 -1.9346 5.1807 -0.2 0.5 -0.2 -0.9442
C 0.2544 2.5974 2.7251 0.4 0.3 -0.4 -0.5905
C 2.9856 -1.4108 0.7742 0.0 -0.5 0.1 -0.5226
C 0.9165 -4.0517 -0.6948 -0.1 -0.1 0.1 -1.1917
C 1.6618 3.5179 -0.9241 -0.1 0.3 -0.1 -1.0020
C 3.5242 1.2046 1.6977 0.1 0.0 0.1 -1.3750
C 0.6286 -0.0846 4.0209 0.8 -0.1 -0.3 0.1020
C -0.4123 -2.3611 -2.3808 -0.1 0.2 0.2 -0.7657
C -0.3713 2.4765 -2.5329 0.1 0.2 0.2 -0.7792
C 0.3774 -1.1945 -2.9474 -0.2 0.1 -0.1 -0.6815
C -1.6081 0.3405 0.8537 0.6 -0.2 -0.5 -1.0702
H -0.4482 -0.2294 5.8919 0.4 -0.3 -0.2 0.3341
H 1.4510 -1.2750 -2.7224 -0.3 -0.1 -0.1 0.3027
H 2.2880 3.0511 -1.6964 -0.2 0.1 0.3 0.2883
H -1.8923 -0.7292 2.7541 0.2 0.5 0.0 0.3464
H 1.4652 4.5672 -1.1844 0.2 -0.3 0.1 0.4314
H -0.6811 2.0711 5.5945 -0.3 0.0 -0.1 0.5034
H -2.7489 0.8180 2.6618 0.1 -0.2 0.0 0.5721
H -2.1311 1.0722 5.2447 0.1 0.2 -0.1 0.4821
H -0.0481 1.1294 -4.1812 0.2 0.1 0.3 0.4058
H 3.8701 1.4783 0.6935 -0.1 0.0 0.2 0.4458
H 1.1338 2.3549 2.1115 -0.5 0.1 0.2 -0.5088
H 1.1813 -4.3454 0.3268 -0.1 0.0 -0.2 0.3998
H -0.1233 -3.2953 -2.8688 -0.2 0.1 0.1 0.4810
H -1.1490 0.0338 -2.3865 0.4 0.0 0.0 0.2223
H 1.8284 -3.8882 -1.2847 -0.3 0.1 0.2 0.3589
H -2.1005 1.2290 0.4230 -0.1 -0.4 0.2 0.4817
H 3.6842 -1.0301 0.0156 -0.1 -0.1 0.2 0.4442
H 4.3573 0.7397 2.2417 -0.2 0.2 -0.1 0.4495
H 3.6594 -1.5757 3.4774 -0.3 -0.1 0.0 0.4535
H 1.0330 -1.9656 6.8508 0.0 0.2 -0.4 0.4158
H -0.0595 3.3864 -3.0489 -0.2 0.0 0.0 0.5018
H 2.1746 3.4790 0.0466 -0.2 0.0 -0.3 0.2727
H 0.3105 -4.8480 -1.1542 0.3 0.3 0.2 0.4046
H 1.3812 1.3176 -3.1266 -0.3 0.0 0.0 0.3553
H -1.9768 2.7112 4.5319 0.1 -0.3 0.1 0.4499
H 2.2583 -2.0718 0.2741 0.4 0.4 0.3 -0.2050
H 3.2179 2.1100 2.2323 0.1 -0.2 -0.1 0.3999
H 0.2554 -1.1590 -4.0424 0.0 0.0 0.2 0.4120
H 0.5870 3.2185 3.5711 -0.1 -0.2 -0.2 0.4750
H 3.5304 -2.0000 1.5209 0.1 0.1 -0.4 0.4552
H 3.0755 -2.6819 5.6001 -0.1 0.3 0.0 0.4227
H -1.4943 -2.2084 -2.4984 0.3 -0.1 -0.3 0.3568
H -2.0368 -0.5636 0.3862 -0.3 0.4 0.4 0.4933
H -1.4642 2.3934 -2.5644 0.2 0.1 -0.1 0.3919
H -0.4471 3.1823 2.1157 0.1 -0.2 0.2 0.4443
```
Positions in Å, forces in eV/Å.

HOMO (alpha / beta): -13.104 / -14.047 eV
Multiplicity: 6
Frontier orbital gap (alpha / beta): 7.9 / 8.4 eV
Charge: +2
Energy relative to the best compared isomer or geometry (same formula, charge and spin): 0.000 eV
Expectation value of S²: 8.762

***

The following is a DFT calculation (ωB97M-V/def2-TZVPD) of a molecular structure, C18H35MnNP2S2 in a non-equilibrium geometry.

XYZ file:
```
59
Properties=species:S:1:pos:R:3:forces:R:3:mulliken_charge:R:1
Mn 0.4772 0.8585 -0.2732 -0.1 1.1 -0.4 0.4667
S -2.5194 2.4092 0.1460 -0.2 -0.2 -0.5 0.0348
S 2.8679 1.2945 -0.4304 0.7 -0.2 -0.7 0.0026
P -0.2069 -1.3621 -0.9009 -0.6 -0.9 -0.6 0.9074
P 1.0125 -1.5786 2.2149 -1.4 -1.3 1.2 1.6025
N 0.4066 3.0309 -1.1343 -0.1 0.1 0.0 -0.1482
C 2.8398 2.9927 -1.0968 0.2 -0.1 -0.1 -0.7373
C -1.9201 3.8328 -0.8025 -0.1 0.0 0.2 -0.8117
C -2.7775 -3.9247 1.0285 -0.1 -0.1 0.2 -0.8946
C -1.1529 -3.2364 2.6780 0.0 -0.2 -0.1 -0.3793
C 0.4966 1.2162 1.7146 -0.4 0.1 0.6 -1.0752
C -0.9605 -2.4645 0.3700 0.3 0.1 0.5 0.4936
C -3.7616 1.8211 -1.0598 -0.2 0.1 0.3 -0.9896
C 3.4764 0.3684 -1.8821 0.4 0.3 0.1 -0.9954
C -0.8225 3.5246 -1.8066 0.0 0.1 -0.1 -0.6996
C -1.6213 -0.4718 -1.6334 -0.5 0.1 0.1 -0.8881
C 1.5372 -2.2571 3.8038 0.1 -0.2 0.1 -1.7109
C 0.3874 0.0602 2.7171 0.4 1.2 0.0 -1.1041
C -2.0922 -3.2110 0.0457 -0.1 0.1 0.2 -0.7089
C -2.3200 -3.9337 2.3473 0.1 0.1 -0.1 -0.8446
C -0.4575 -2.5252 1.6980 -0.2 0.3 -0.5 0.1369
C 1.6206 3.2727 -1.9536 -0.2 0.0 0.2 -0.7913
C 0.3101 -2.5282 -2.2053 0.3 0.0 -0.1 -1.3674
C 2.3323 -2.0270 1.0870 0.7 0.7 -0.6 -0.6985
H -2.8620 -4.4825 3.1230 0.2 0.2 -0.3 0.4130
H -1.8372 0.4261 -1.0105 0.1 -0.7 -0.4 -0.3566
H 2.5302 -1.8448 4.0273 -0.2 -0.1 0.0 0.4465
H -0.6745 -0.1011 2.9921 0.6 -0.3 -0.2 0.4035
H 1.1741 -3.1099 -1.8494 -0.3 0.1 -0.2 0.3993
H -3.6913 -4.4641 0.7659 0.4 0.1 0.1 0.4103
H 3.0190 0.7356 -2.8032 0.0 -0.1 0.1 0.2919
H -2.5189 -1.0956 -1.6553 0.0 0.1 -0.1 0.6458
H -2.4835 -3.2093 -0.9697 0.1 0.0 0.2 0.4109
H 0.9184 0.3039 3.6552 -0.2 -0.2 -0.2 0.6439
H 1.5905 2.6256 -2.8388 0.0 0.1 0.1 0.3326
H 4.5618 0.5055 -1.9149 -0.2 -0.1 -0.2 0.4378
H 2.8674 3.6610 -0.2278 0.0 -0.1 -0.1 0.3964
H 3.2480 -1.4892 1.3644 -0.1 -0.2 -0.1 0.4515
H -4.6133 2.5044 -1.0137 0.1 -0.2 -0.1 0.4129
H 1.4094 1.8067 1.9020 -0.4 -0.1 0.2 0.5361
H -1.3969 -0.1322 -2.6502 0.1 -0.1 0.1 0.4459
H -1.5720 4.5662 -0.0639 -0.1 0.0 -0.2 0.3939
H -4.0843 0.8221 -0.7476 0.0 0.3 -0.1 0.3529
H 0.8391 -1.9298 4.5850 0.2 -0.1 -0.2 0.5098
H -0.5904 4.4495 -2.3584 -0.1 -0.2 0.1 0.4159
H 1.6011 -3.3523 3.8009 0.0 0.3 -0.1 0.4772
H -0.5132 -3.2180 -2.4266 0.2 0.1 0.0 0.4408
H -0.7751 -3.2542 3.7022 -0.3 -0.1 -0.3 0.3447
H 2.5073 -3.1043 1.1657 -0.1 0.1 0.3 0.4486
H 0.5161 3.6065 -0.2892 0.0 -0.2 -0.2 0.2392
H 2.1199 -1.8187 0.0298 0.0 0.1 0.5 -0.3229
H -1.1508 2.7798 -2.5410 0.0 0.1 0.1 0.2869
H 1.6527 4.3178 -2.3006 0.0 -0.3 0.0 0.4442
H 3.7644 3.1318 -1.6593 0.0 0.1 0.1 0.5063
H -3.3626 1.7730 -2.0799 0.0 0.0 0.3 0.3216
H -2.8017 4.2439 -1.3051 0.3 0.1 0.0 0.4937
H 3.2461 -0.6915 -1.7468 0.0 0.2 0.0 0.2999
H 0.6047 -1.9873 -3.1210 -0.2 -0.2 0.4 0.4498
H -0.3948 1.8639 1.7878 0.5 -0.1 0.4 0.3758
```
Positions in Å, forces in eV/Å.

HOMO (alpha / beta): -13.210 / -14.248 eV
Multiplicity: 6
Frontier orbital gap (alpha / beta): 8.1 / 8.5 eV
Charge: +2
Energy relative to the best compared isomer or geometry (same formula, charge and spin): 0.741 eV
Expectation value of S²: 8.765